Entry from the OMol25 dataset: 2 unconnected molecules or ions with the total composition C12H26FN3OP at a distorted geometry (wB97M-V/def2-TZVPD).

Each line ends with the Mulliken charge.
Cartesian coordinates (Å):
C1 -0.8263 0.7079 1.6255  -0.813
P1 -0.9388 -0.9832 0.6649  0.265
O1 -0.7609 -0.7296 -1.0493  -0.539
C2 -2.7500 -1.5724 1.0534  0.239
C3 -3.2866 -2.7614 2.0464  -0.387
N1 -4.7787 -2.5906 1.8666  -0.076
C4 -5.1010 -1.4641 0.9078  -0.009
C5 -6.5156 -0.8205 0.3856  -0.390
C6 -6.4031 0.8254 0.6569  -0.306
F1 -5.8801 1.5070 -0.5517  -0.295
N2 -3.8372 -0.7804 0.3453  -0.088
H1 -1.5191 1.4603 1.0198  0.258
H2 -1.3562 0.4829 2.6713  0.318
H3 0.2753 1.0884 1.7478  0.237
H4 -0.0581 -1.3268 -1.4559  0.351
H5 -2.6416 -3.4799 2.7077  0.383
H6 -5.4758 -3.1732 2.3813  0.271
H7 -6.7277 -0.9858 -0.7616  0.317
H8 -7.3665 -1.2078 1.0914  0.325
H9 -7.4381 1.2803 0.9718  0.300
H10 -5.6087 1.0302 1.5208  0.288
H11 -3.7671 0.0315 -0.3075  0.325
C7 3.1754 3.0157 -0.4458  -1.414
C8 3.5756 1.6249 0.0442  -0.407
N3 2.9713 0.5302 -0.7218  0.365
C9 3.1374 -0.7815 -0.0837  -0.500
C10 4.5568 -1.3219 0.0586  -1.231
C11 3.1960 0.5494 -2.1689  -0.681
C12 4.6386 0.5357 -2.6622  -1.033
H12 2.0870 3.1340 -0.4578  0.295
H13 3.5872 3.7771 0.2269  0.436
H14 3.5617 3.2236 -1.4466  0.300
H15 3.2444 1.5503 1.0876  0.448
H16 4.6669 1.5569 0.0549  0.263
H17 2.5278 -1.5232 -0.6152  0.258
H18 2.6947 -0.7260 0.9191  0.341
H19 4.9476 -1.6865 -0.8931  0.245
H20 4.5570 -2.1737 0.7494  0.440
H21 5.2502 -0.5783 0.4628  0.278
H22 2.7048 1.4390 -2.5795  0.430
H23 2.6579 -0.2877 -2.6331  0.276
H24 5.2830 1.2196 -2.1023  0.248
H25 4.6696 0.8494 -3.7121  0.384
H26 5.0710 -0.4654 -2.6194  0.283

LUMO energy (Ha): -0.152
Total charge: +1

Entry from the OMol25 dataset: 3 unconnected molecules or ions with the total composition C12H26FN4O5 (wB97M-V/def2-TZVPD).

Each line ends with the Mulliken charge.
Cartesian coordinates (Å):
C1 -2.0101 -5.3581 2.5163  -0.909
N1 -2.2270 -3.9444 2.7739  -0.337
C2 -1.2386 -3.2899 3.6330  -1.193
C3 -0.8884 -1.8719 3.1996  1.194
F1 -2.0601 -1.2551 2.7174  -0.426
N2 0.1099 -1.8389 2.1520  -0.080
C4 -0.0289 -2.7492 1.0381  -0.394
O1 1.0949 -2.5977 0.1660  -0.401
C5 2.3177 -2.7733 0.8681  -0.784
C6 -0.3763 -1.0921 4.4808  0.107
O2 0.8487 -1.1246 4.6692  -0.714
O3 -1.2825 -0.6132 5.1714  -0.720
H1 -2.6688 -5.9740 3.1358  0.283
H2 -0.9805 -5.6653 2.7351  0.283
H3 -2.2126 -5.5902 1.4695  0.321
H4 -2.3652 -3.4296 1.9202  0.317
H5 -1.6343 -3.2286 4.6483  0.475
H6 -0.2945 -3.8452 3.6777  0.287
H7 0.0912 -0.9048 1.7518  0.264
H8 -0.9018 -2.5516 0.4076  0.118
H9 -0.0305 -3.7840 1.3904  0.433
H10 2.2083 -3.4662 1.7040  0.316
H11 2.7038 -1.8223 1.2329  0.266
H12 3.0442 -3.1963 0.1685  0.268
C7 -0.3111 -0.3495 -1.6486  0.428
O4 -1.4224 -0.4145 -1.1575  -0.675
N3 0.0107 0.4793 -2.6679  0.125
C8 1.3492 0.5286 -3.2081  -0.602
C9 -1.0138 1.3487 -3.2224  -1.034
H13 0.5259 -0.9706 -1.2983  0.111
H14 1.7749 1.5296 -3.1020  0.060
H15 1.3493 0.2671 -4.2696  0.319
H16 1.9819 -0.1785 -2.6743  0.292
H17 -1.4232 1.9918 -2.4435  0.250
H18 -1.8326 0.7510 -3.6270  0.301
H19 -0.5842 1.9650 -4.0043  0.447
C10 -0.4522 5.0799 -2.9227  0.123
O5 -0.3515 4.4260 -3.9433  -0.587
N4 0.5727 5.3954 -2.1104  0.138
C11 0.3849 6.1602 -0.8941  -0.925
C12 1.9061 4.9421 -2.4653  -0.760
H20 -1.4216 5.4637 -2.5630  0.292
H21 0.9643 7.0853 -0.9299  0.328
H22 0.7003 5.5810 -0.0247  0.351
H23 -0.6672 6.4113 -0.7793  0.289
H24 2.1981 5.3429 -3.4367  0.301
H25 1.9327 3.8545 -2.5268  0.059
H26 2.6102 5.2761 -1.7077  0.397

LUMO energy (Ha): 0.080
Total charge: -1

Entry from the OMol25 dataset: 4 unconnected molecules or ions with the total composition C12H26FNO13S3 at a distorted geometry (wB97M-V/def2-TZVPD).

Each line ends with the Mulliken charge.
Cartesian coordinates (Å):
C1 -2.7873 -1.9967 2.4933  -0.681
O1 -1.6730 -1.1667 2.7695  -0.415
C2 -0.4815 -1.7388 2.2505  0.065
C3 0.6700 -1.1008 3.0957  -0.180
N1 1.9994 -1.6174 2.7288  -0.542
C4 -0.3308 -1.4999 0.7101  -0.766
C5 -0.7414 -0.0750 0.2267  -0.461
C6 0.5703 0.7076 -0.1426  -0.422
F1 1.0053 0.3095 -1.4137  -0.334
H1 -2.6424 -3.0615 2.7607  0.358
H2 -3.6101 -1.6330 3.1440  0.329
H3 -3.1555 -1.8638 1.4448  0.138
H4 -0.4641 -2.8462 2.3811  0.500
H5 0.5726 0.0014 3.0024  -0.468
H6 0.4280 -1.3705 4.1495  0.486
H7 1.9573 -2.5611 2.3671  0.235
H8 2.5549 -1.5869 3.5734  0.283
H9 0.7282 -1.6609 0.4217  0.535
H10 -0.9271 -2.2427 0.1427  0.078
H11 -1.3426 -0.1037 -0.7041  0.242
H12 -1.2372 0.5364 0.9984  0.508
H13 1.3348 0.4528 0.6134  0.200
H14 0.3387 1.7866 -0.1591  0.352
O2 -4.7498 -4.3097 0.3271  -0.540
S1 -5.0903 -3.3304 -0.6538  1.100
O3 -6.1474 -2.3920 -0.4701  -0.549
O4 -5.3041 -4.0856 -2.0661  -0.306
C7 -4.4031 -3.5527 -3.0415  -0.387
C8 -3.1998 -3.0750 -2.2489  -0.375
O5 -3.7493 -2.5185 -1.0513  -0.201
H15 -4.8991 -2.7213 -3.5477  0.300
H16 -4.1412 -4.3165 -3.7704  0.316
H17 -2.6178 -2.3280 -2.7840  0.350
H18 -2.5522 -3.9103 -1.9704  0.289
O6 1.7449 3.1518 -6.8543  -0.543
S2 2.5993 3.3310 -5.7248  1.107
O7 3.4161 4.4887 -5.5595  -0.530
O8 3.5239 2.0137 -5.5782  -0.320
C9 3.3253 1.4228 -4.2895  -0.351
C10 1.9045 1.7856 -3.9030  0.000
O9 1.7281 3.1255 -4.3802  -0.318
H19 4.0482 1.8608 -3.5971  0.328
H20 3.4777 0.3470 -4.3391  0.310
H21 1.7401 1.7360 -2.8323  0.054
H22 1.1803 1.1447 -4.4118  0.241
O10 0.3464 1.9817 2.4351  -0.440
S3 1.0753 2.4697 3.5606  1.140
O11 0.6811 2.2058 4.9036  -0.610
O12 1.2529 4.0634 3.3725  -0.320
C11 2.6443 4.3983 3.3736  -0.380
C12 3.3461 3.1658 2.8319  -0.282
O13 2.6283 2.0618 3.3913  -0.307
H23 2.9460 4.6063 4.4027  0.296
H24 2.8213 5.2783 2.7592  0.318
H25 4.3940 3.1229 3.1186  0.320
H26 3.2640 3.1095 1.7433  0.249

SMILES: CO[C@H](CN)CCCF.O=S1(=O)OCCO1.O=S1(=O)OCCO1.O=S1(=O)OCCO1
LUMO energy (Ha): 0.008

Entry from the OMol25 dataset: a molecular structure, C12H26HfNO2P2 at a distorted geometry (wB97M-V/def2-TZVPD).

Each line ends with the Mulliken charge.
Cartesian coordinates (Å):
Hf1 -0.0036 0.1068 0.1024  0.815
P1 2.2206 -1.0862 0.2786  0.378
C1 2.3659 -1.4745 -1.5097  -1.098
C2 1.0425 -1.7636 -2.1805  0.756
N1 -0.1120 -1.2605 -1.6431  0.289
C3 -1.2950 -1.4513 -2.2990  0.669
C4 -1.3452 -2.1950 -3.4512  -0.921
C5 -0.1809 -2.7309 -3.9828  -0.481
C6 1.0232 -2.4988 -3.3377  -0.886
C7 -2.5532 -0.8128 -1.7644  -0.875
P2 -2.2805 0.7211 -0.7719  0.517
H1 1.9767 -2.8968 -3.7094  0.518
H2 -2.3180 -2.3091 -3.9434  0.508
H3 -0.2106 -3.3192 -4.8903  0.500
H4 -3.2155 -0.5216 -2.5923  0.597
H5 -3.1305 -1.5176 -1.1460  0.398
H6 2.8849 -0.6293 -1.9874  0.454
H7 3.0395 -2.3380 -1.5978  0.606
H8 1.7186 3.9465 -2.3849  0.315
O1 2.4116 3.4819 -2.9188  -0.640
H9 2.3715 3.9578 -3.7694  0.335
H10 -1.4127 4.8264 -0.2330  0.282
O2 -1.1125 5.5093 -0.8687  -0.604
H11 -1.5350 6.3207 -0.5302  0.349
C8 -2.3991 2.0466 -1.9977  -1.112
H12 -3.3704 2.0590 -2.5201  0.420
H13 -2.2643 3.0109 -1.4821  0.343
H14 -1.5984 1.9155 -2.7398  0.392
C9 -3.7552 0.8575 0.2686  -1.252
H15 -3.6407 1.7854 0.8462  0.419
H16 -4.6987 0.9081 -0.3002  0.433
H17 -3.7950 -0.0054 0.9469  0.424
C10 2.2461 -2.7355 1.0516  -1.200
H18 3.1709 -3.2897 0.8186  0.455
H19 2.1887 -2.5657 2.1375  0.414
H20 1.3767 -3.3189 0.7109  0.353
C11 3.7855 -0.3122 0.7104  -1.137
H21 3.7268 -0.0896 1.7838  0.411
H22 4.6679 -0.9466 0.5254  0.411
H23 3.8833 0.6153 0.1316  0.450
C12 -0.8836 -0.9921 1.7286  -1.363
H24 -1.4426 -1.9020 1.4959  0.401
H25 -1.5775 -0.3277 2.2644  0.490
H26 -0.1125 -1.2736 2.4575  0.466

LUMO energy (Ha): -0.457
Energy above the lowest of the compared OMol25 structures with the same formula, charge and spin (kcal per mole): 0.0
Total charge: +3

Entry from the OMol25 dataset: 2 unconnected molecules or ions with the total composition C12H26IN6O5P at a distorted geometry (wB97M-V/def2-TZVPD).

Each line ends with the Mulliken charge.
Cartesian coordinates (Å):
C1 -2.9679 3.5311 0.9595  -1.159
C2 -3.6367 2.1881 0.6418  0.738
C3 -4.9875 2.2478 -0.0631  -1.131
N1 -3.0466 1.0635 0.9409  -0.493
N2 -2.6089 0.4333 -0.2395  0.195
C4 -1.3654 0.1014 -0.5063  0.148
N3 -1.0895 -0.5232 -1.6749  -0.639
C5 0.2358 -0.7386 -1.5796  0.435
C6 0.9303 -1.4561 -2.7173  -1.027
C7 1.3128 -2.9174 -2.2941  -0.551
C8 0.3704 -3.4486 -1.1905  -0.734
I1 -1.6691 -3.6485 -1.8510  0.124
N4 0.7155 -0.2793 -0.4377  1.002
C9 2.1077 -0.4151 -0.0562  -1.004
C10 2.8823 0.9674 -0.0362  0.158
O1 2.0818 2.0212 -0.5711  -0.579
C11 4.1491 0.8351 -0.9336  -1.023
N5 5.2467 0.0954 -0.3211  -0.590
N6 -0.2940 0.2939 0.2862  0.100
C12 -0.1177 0.8735 1.5964  -0.142
P1 0.2254 -0.4449 2.8665  0.882
O2 1.6219 -0.2736 3.3280  -0.754
O3 -0.7314 -0.3563 4.1660  -0.498
O4 0.1412 -1.9050 2.1666  -0.394
H1 -3.6600 4.3381 0.6713  0.404
H2 -2.7351 3.6015 2.0318  0.289
H3 -2.0892 3.6069 0.2996  0.282
H4 -5.1445 1.3728 -0.7162  0.320
H5 -5.0029 3.1253 -0.7386  0.375
H6 -5.8123 2.3891 0.6490  0.310
H7 -3.3031 0.2018 -0.9488  0.298
H8 1.8182 -0.8832 -3.0349  0.277
H9 0.2335 -1.4509 -3.5658  0.379
H10 1.2421 -3.5927 -3.1599  0.372
H11 2.3623 -2.9046 -1.9456  0.325
H12 0.4385 -2.8751 -0.2551  0.072
H13 0.7108 -4.4680 -0.9492  0.566
H14 2.6334 -1.0610 -0.7738  0.342
H15 2.2330 -0.8947 0.9314  -0.033
H16 3.1543 1.2015 1.0035  0.476
H17 1.9830 1.8754 -1.5240  0.340
H18 3.8467 0.3952 -1.9028  0.346
H19 4.4879 1.8626 -1.1513  0.390
H20 4.9714 -0.8489 -0.0678  0.258
H21 5.5846 0.5835 0.5017  0.299
H22 -0.9068 1.5700 1.8890  0.214
H23 0.8173 1.4607 1.5584  0.293
H24 -0.1425 -0.0128 4.8623  0.368
H25 0.0862 -2.5705 2.8761  0.303
O5 -3.8489 -2.5716 0.5427  -1.059
H26 -3.4643 -1.6960 0.4374  0.128

LUMO energy (Ha): -0.028

Entry from the OMol25 dataset: a molecular structure, C12H26INO3P (wB97M-V/def2-TZVPD).

Each line ends with the Mulliken charge.
Cartesian coordinates (Å):
C1 -3.3353 -0.2582 3.3999  -1.124
C2 -3.2373 -1.4906 2.5148  -0.355
O1 -2.3298 -1.2743 1.4341  -0.233
C3 -2.8730 -1.0922 0.1559  -0.604
C4 -1.9783 -1.7971 -0.8885  -0.510
O2 -0.6317 -1.9756 -0.4667  -0.313
C5 0.0657 -0.8476 -0.1063  -1.259
N1 0.3721 -0.0342 -1.3470  0.340
C6 1.1441 1.2644 -1.1084  0.447
C7 0.2772 2.4130 -1.6263  -0.771
C8 0.9162 3.7902 -1.4432  -1.432
C9 1.5650 1.4298 0.3586  -1.165
C10 1.8803 0.1656 1.2016  -1.617
C11 1.3949 -1.1541 0.5650  0.252
I1 0.9890 -2.5680 2.1351  0.185
P1 2.7468 -2.0062 -0.4556  0.164
C12 3.7060 -0.6114 -1.1877  -0.877
O3 1.7867 -2.3059 -1.7963  -0.559
H1 -3.7041 0.6076 2.8429  0.287
H2 -4.0180 -0.4474 4.2336  0.411
H3 -2.3510 -0.0160 3.8129  0.270
H4 -2.8545 -2.3458 3.0804  0.307
H5 -4.2207 -1.7696 2.1184  0.331
H6 -2.9595 -0.0172 -0.0700  0.154
H7 -3.8799 -1.5196 0.0842  0.571
H8 -2.3242 -2.8074 -1.1093  0.434
H9 -2.0284 -1.2352 -1.8356  0.294
H10 -0.5366 -0.2022 0.5487  0.847
H11 -0.5115 0.2151 -1.7920  0.548
H12 0.8582 -0.6643 -1.9970  0.531
H13 2.0301 1.1972 -1.7434  0.024
H14 0.1119 2.2535 -2.7011  0.431
H15 -0.7060 2.3722 -1.1336  0.386
H16 0.2227 4.5660 -1.7767  0.420
H17 1.1658 4.0024 -0.4018  0.359
H18 1.8226 3.8825 -2.0498  0.361
H19 0.7951 2.0103 0.8784  0.497
H20 2.4552 2.0663 0.3376  0.525
H21 2.9422 0.1031 1.4542  0.529
H22 1.3596 0.2822 2.1563  0.590
H23 3.9659 0.1581 -0.4553  0.317
H24 3.2132 -0.1595 -2.0548  0.235
H25 4.6399 -1.0589 -1.5408  0.438
H26 2.0532 -3.1211 -2.2250  0.336

LUMO energy (Ha): -0.094
Total charge: +1